{"formula": "C32H62F4NbO13", "method": "wB97M-V/def2-TZVPD", "species": ["C", "O", "C", "Nb", "C", "C", "C", "F", "C", "C", "C", "O", "O", "C", "C", "C", "F", "C", "F", "F", "H", "H", "H", "H", "H", "H", "H", "H", "H", "H", "H", "H", "H", "H", "H", "H", "H", "H", "H", "H", "H", "H", "O", "C", "O", "C", "C", "C", "H", "H", "H", "H", "H", "H", "H", "H", "O", "C", "O", "C", "C", "C", "H", "H", "H", "H", "H", "H", "H", "H", "O", "C", "O", "C", "C", "C", "H", "H", "H", "H", "H", "H", "H", "H", "O", "C", "O", "C", "C", "C", "H", "H", "H", "H", "H", "H", "H", "H", "O", "C", "O", "C", "C", "C", "H", "H", "H", "H", "H", "H", "H", "H"], "positions_angstrom": [[-0.873, 2.873, -1.314], [0.281, 3.496, -1.793], [1.384, 3.409, -0.856], [1.414, 5.162, 0.637], [3.572, 5.568, 0.080], [4.404, 6.447, 1.035], [4.328, 7.932, 0.727], [4.562, 8.189, -0.622], [1.827, 3.711, 2.337], [3.239, 3.721, 2.969], [3.410, 4.595, 4.178], [4.470, 5.087, 4.498], [2.315, 4.778, 4.949], [1.241, 6.951, 2.106], [0.061, 6.674, 3.085], [-1.098, 7.606, 2.989], [-1.852, 7.699, 4.127], [-1.473, 8.393, 1.991], [-1.151, 8.266, 0.728], [-2.306, 9.423, 2.178], [-1.594, 2.789, -2.133], [-0.685, 1.866, -0.924], [-1.355, 3.455, -0.516], [1.282, 2.456, -0.322], [2.298, 3.398, -1.457], [0.937, 6.279, -0.733], [-0.401, 4.901, 0.825], [4.057, 4.586, 0.001], [3.639, 6.015, -0.915], [4.175, 6.311, 2.093], [5.465, 6.178, 0.926], [3.380, 8.372, 1.041], [5.129, 8.437, 1.278], [1.109, 3.875, 3.141], [1.609, 2.704, 1.976], [3.444, 2.715, 3.367], [4.062, 3.942, 2.294], [2.656, 5.195, 5.756], [1.053, 7.826, 1.487], [2.134, 7.057, 2.723], [-0.320, 5.650, 3.009], [0.419, 6.790, 4.114], [0.049, -0.283, -0.535], [-0.777, -0.830, 0.141], [-0.968, -2.159, -0.028], [-1.772, -2.957, 0.847], [-3.239, -2.970, 0.473], [-1.647, -0.067, 1.112], [-1.615, -2.663, 1.888], [-1.367, -3.961, 0.740], [-3.715, -1.992, 0.564], [-3.768, -3.668, 1.123], [-3.362, -3.303, -0.555], [-2.500, 0.337, 0.566], [-1.073, 0.765, 1.514], [-2.009, -0.659, 1.950], [-2.925, -5.547, -1.492], [-2.040, -5.192, -2.225], [-2.389, -4.645, -3.411], [-1.449, -3.993, -4.270], [-0.745, -4.979, -5.178], [-0.582, -5.357, -1.887], [-0.751, -3.388, -3.692], [-2.046, -3.301, -4.863], [-0.151, -5.696, -4.611], [-0.083, -4.459, -5.872], [-1.480, -5.543, -5.753], [-0.248, -6.354, -2.172], [-0.468, -5.233, -0.814], [0.058, -4.616, -2.360], [0.179, -9.683, -8.435], [-0.977, -9.413, -8.262], [-1.311, -8.136, -7.987], [-2.665, -7.676, -7.943], [-3.301, -7.903, -6.587], [-2.052, -10.475, -8.274], [-3.248, -8.120, -8.751], [-2.603, -6.609, -8.151], [-3.364, -8.964, -6.343], [-4.307, -7.485, -6.563], [-2.706, -7.427, -5.809], [-2.107, -10.922, -7.282], [-1.760, -11.242, -8.987], [-3.038, -10.114, -8.555], [-0.799, 2.323, 3.284], [-1.464, 2.387, 4.275], [-2.624, 1.683, 4.333], [-3.399, 1.572, 5.525], [-4.352, 2.738, 5.692], [-1.085, 3.300, 5.418], [-2.754, 1.442, 6.396], [-3.962, 0.647, 5.409], [-3.817, 3.682, 5.797], [-4.977, 2.596, 6.575], [-4.996, 2.823, 4.817], [-1.464, 4.299, 5.200], [0.001, 3.348, 5.463], [-1.453, 2.982, 6.391], [0.688, -4.939, 0.985], [1.638, -4.203, 0.938], [2.481, -4.311, -0.105], [3.520, -3.359, -0.364], [4.785, -3.676, 0.407], [1.936, -3.218, 2.042], [3.166, -2.344, -0.181], [3.707, -3.438, -1.434], [4.624, -3.618, 1.483], [5.575, -2.975, 0.139], [5.121, -4.688, 0.178], [2.497, -3.732, 2.823], [0.989, -2.880, 2.455], [2.491, -2.340, 1.722]], "mulliken_charge": [-0.225, -0.365, -0.178, -0.998, -1.079, -0.067, -0.427, -0.330, 0.389, -0.399, 0.251, -0.658, -0.280, -1.579, 0.864, 0.078, -0.338, 0.244, -0.193, -0.272, 0.307, -0.117, 0.201, 0.055, 0.199, -0.036, 0.078, 0.475, 0.680, -0.126, 0.442, 0.140, 0.351, -0.421, 0.319, 0.420, 0.215, 0.330, 1.056, 0.143, -0.418, 0.291, -0.615, 0.603, -0.152, -0.356, -1.379, -0.528, 0.345, 0.453, 0.370, 0.385, 0.227, 0.258, -0.038, 0.398, -0.603, 0.859, -0.431, -0.352, -0.707, -0.811, 0.259, 0.406, 0.265, 0.427, -0.039, 0.382, 0.045, 0.293, -0.564, 0.717, -0.360, -0.510, -0.863, -0.891, 0.418, 0.339, 0.303, 0.351, 0.227, 0.242, 0.304, 0.312, -0.209, 0.596, -0.380, -0.449, -0.974, -0.926, 0.370, 0.335, 0.259, 0.361, 0.297, 0.211, 0.104, 0.404, -0.632, 0.951, -0.363, -0.314, -1.044, -1.161, 0.280, 0.361, 0.277, 0.381, 0.301, 0.357, 0.211, 0.382], "lumo_energy_ev": 1.759, "charge": -1, "total_energy_ha": -2690.822296, "homo_lumo_gap_ha": 0.211}